1.
Molecular formula: C45H66Br2F3N5O6PS
Method: DFT, wB97M-V/def2-TZVPD

Values from the calculation:
E_tot: -8666.35422 Ha
F_max: 1.4 eV/A
LUMO energy: -1.82 eV

```
! RIJCOSX wB97M-V def2-TZVPD def2/J DEFGRID3
* xyz 1 1
C 6.424 -2.361 3.295
C 5.159 -3.156 2.993
O 5.018 -3.404 1.596
C 4.438 -2.351 0.853
C 2.916 -2.394 0.960
O 2.374 -1.133 0.559
C 1.001 -1.197 0.299
C 0.165 0.053 0.725
C -0.976 -0.581 1.589
O -1.641 0.388 2.341
C -2.852 -0.059 2.970
C -3.212 0.899 4.106
O -4.199 1.829 3.732
C -5.539 1.405 3.961
C -6.473 2.578 3.677
N 0.900 0.928 1.713
C 1.838 1.992 1.159
C 2.686 2.501 2.326
Br 3.614 1.026 3.088
C 2.867 3.723 2.852
C 2.293 5.033 2.377
Br 4.000 3.961 4.327
C 1.063 2.957 0.242
C -0.345 2.486 -0.216
C -1.557 3.033 0.598
C -1.313 3.875 1.856
C -1.356 5.383 1.582
C -1.341 6.265 2.849
O -1.033 5.476 3.990
C -0.426 6.197 5.044
C -0.297 0.938 -0.495
C -1.556 0.341 -1.159
O -2.771 0.522 -0.432
C -3.768 1.093 -1.122
F -3.385 2.255 -1.659
F -4.173 0.357 -2.140
F -4.763 1.295 -0.317
P 0.852 0.790 -2.012
S 2.789 0.780 -1.918
H 6.491 -1.456 2.685
H 7.308 -2.968 3.081
H 6.455 -2.079 4.352
H 4.262 -2.659 3.390
H 5.215 -4.140 3.469
H 4.725 -2.528 -0.188
H 4.829 -1.367 1.135
H 2.552 -3.174 0.277
H 2.590 -2.664 1.974
H 0.816 -1.356 -0.776
H 0.585 -2.075 0.813
H -1.632 -1.202 0.965
H -0.477 -1.267 2.295
H -3.648 -0.040 2.213
H -2.716 -1.088 3.325
H -3.517 0.341 5.001
H -2.318 1.475 4.366
H -5.627 1.061 4.999
H -5.774 0.547 3.315
H -5.882 3.487 3.533
H -7.069 2.419 2.778
H -7.157 2.749 4.513
H 0.181 1.377 2.295
H 1.468 0.326 2.322
H 2.512 1.406 0.522
H 2.703 5.857 2.961
H 1.216 5.044 2.511
H 2.553 5.221 1.330
H 1.694 3.049 -0.650
H 0.955 3.958 0.641
H -0.461 2.940 -1.206
H -2.221 2.221 0.857
H -2.133 3.673 -0.080
H -2.119 3.669 2.561
H -0.391 3.590 2.379
H -2.287 5.568 1.033
H -0.545 5.698 0.914
H -0.593 7.065 2.756
H -2.317 6.747 2.981
H -0.020 5.471 5.753
H -1.151 6.836 5.567
H 0.390 6.828 4.670
H -1.424 -0.737 -1.319
H -1.658 0.786 -2.158
H 0.304 -0.307 -2.698
H 0.327 1.861 -2.749
N -0.608 -1.559 -4.231
C -1.907 -1.466 -4.517
C -2.486 -2.039 -5.637
C -1.672 -2.743 -6.511
C -0.319 -2.848 -6.231
C 0.161 -2.241 -5.081
H -2.518 -0.905 -3.815
H -3.546 -1.933 -5.817
H -2.086 -3.208 -7.396
H 0.345 -3.407 -6.874
H 1.213 -2.305 -4.826
N -5.137 5.931 0.017
C -6.246 6.661 0.122
C -7.505 6.200 -0.236
C -7.622 4.913 -0.735
C -6.478 4.139 -0.849
C -5.267 4.694 -0.457
H -6.120 7.666 0.511
H -8.369 6.840 -0.128
H -8.587 4.521 -1.030
H -6.517 3.130 -1.233
H -4.350 4.123 -0.532
N 0.744 -5.815 -7.562
C 0.435 -6.983 -7.003
C 0.239 -8.150 -7.725
C 0.371 -8.104 -9.104
C 0.694 -6.896 -9.700
C 0.869 -5.786 -8.888
H 0.339 -6.983 -5.923
H -0.010 -9.070 -7.216
H 0.227 -8.994 -9.703
H 0.809 -6.811 -10.772
H 1.125 -4.825 -9.324
N 6.955 -6.826 2.545
C 7.514 -8.029 2.424
C 8.223 -8.435 1.303
C 8.359 -7.546 0.249
C 7.781 -6.292 0.360
C 7.092 -5.981 1.524
H 7.390 -8.699 3.267
H 8.659 -9.424 1.263
H 8.906 -7.826 -0.642
H 7.859 -5.564 -0.436
H 6.623 -5.014 1.651
*
```

2.
Molecular formula: C4H10NO2
Method: DFT, wB97M-V/def2-TZVPD

Values from the calculation:
SMILES: CC[NH2+]CC(=O)O
E_tot: -363.39437 Ha
F_max: 3.0 eV/A
relative energy (zero: lowest compared OMol25 entry of this formula, charge and spin): 1.1234 eV
LUMO energy: -3.39 eV

```
! RIJCOSX wB97M-V def2-TZVPD def2/J DEFGRID3
* xyz 1 1
C 0.763 3.014 0.227
C 0.992 1.518 0.202
N -0.323 0.787 0.012
C -0.493 -0.463 0.862
C -0.331 -1.669 -0.030
O -0.133 -2.798 0.257
O -0.620 -1.270 -1.288
H 1.631 3.556 -0.166
H 0.002 3.410 -0.474
H 0.560 3.320 1.242
H 1.492 1.250 1.097
H 1.691 1.182 -0.564
H -1.091 1.430 0.203
H -0.314 0.462 -0.918
H 0.257 -0.494 1.665
H -1.462 -0.440 1.329
H -0.581 -2.040 -1.878
*
```

3.
Molecular formula: C5H11N
Method: DFT, wB97M-V/def2-TZVPD

Values from the calculation:
SMILES: C[C@@H]1CCCN1
E_tot: -251.85046 Ha
F_max: 1.2 eV/A
relative energy (zero: lowest compared OMol25 entry of this formula, charge and spin): 0.3285 eV
LUMO energy: 1.17 eV

```
! RIJCOSX wB97M-V def2-TZVPD def2/J DEFGRID3
* xyz 0 1
C 2.020 -0.003 0.612
C 0.635 0.487 0.246
C -0.455 -0.355 0.890
C -1.698 -0.128 0.055
C -1.038 -0.197 -1.332
N 0.318 0.419 -1.234
H 2.115 -1.088 0.539
H 2.169 0.135 1.687
H 2.846 0.483 0.102
H 0.505 1.526 0.589
H -0.140 -1.408 0.788
H -0.542 -0.212 1.971
H -2.486 -0.876 0.097
H -2.142 0.858 0.187
H -1.627 0.218 -2.148
H -0.811 -1.243 -1.512
H 0.330 1.385 -1.536
*
```

4.
Molecular formula: C3H8BrN2
Method: DFT, wB97M-V/def2-TZVPD

Values from the calculation:
SMILES: CN/C(Br)=[NH+]/C
E_tot: -2802.34736 Ha
F_max: 4.0 eV/A
relative energy (zero: lowest compared OMol25 entry of this formula, charge and spin): 1.5552 eV
LUMO energy: -4.06 eV

```
! RIJCOSX wB97M-V def2-TZVPD def2/J DEFGRID3
* xyz 1 1
C 1.007 -0.767 1.747
N 1.383 -0.505 0.367
C 0.450 -0.150 -0.532
Br 1.172 -0.028 -2.230
N -0.769 0.325 -0.289
C -1.621 0.814 -1.362
H 0.670 0.231 2.335
H 0.178 -1.364 1.875
H 1.750 -1.381 2.370
H 2.352 -0.483 0.082
H -0.858 0.620 0.668
H -1.422 1.694 -1.901
H -2.594 0.777 -0.828
H -1.699 0.215 -2.301
*
```

5.
Molecular formula: C13H18ClFNO6
Method: DFT, wB97M-V/def2-TZVPD

Values from the calculation:
E_tot: -1572.14662 Ha
F_max: 3.2 eV/A
LUMO energy: 2.41 eV

```
! RIJCOSX wB97M-V def2-TZVPD def2/J DEFGRID3
* xyz -1 1
Cl 5.705 21.181 -16.985
O 6.550 20.389 -17.839
O 5.481 22.520 -17.544
O 4.459 20.445 -16.783
O 6.382 21.283 -15.767
N 9.193 13.928 -13.875
C 10.152 12.914 -13.824
C 11.004 12.596 -14.872
C 10.882 13.237 -16.126
C 9.973 14.282 -16.175
C 9.129 14.597 -15.068
H 10.249 12.439 -12.859
H 11.755 11.841 -14.693
H 11.531 12.889 -16.916
H 9.906 14.879 -17.073
H 8.391 15.382 -15.147
C 6.394 23.672 -23.069
O 7.510 23.906 -22.306
H 6.558 23.690 -24.146
H 6.013 22.678 -22.835
H 5.546 24.312 -22.826
H 7.145 23.858 -21.419
C 11.293 24.761 -18.006
O 11.883 24.028 -19.143
H 10.926 25.732 -18.338
H 10.477 24.127 -17.658
H 11.936 25.034 -17.169
H 12.460 23.386 -18.724
F 3.042 15.986 -6.856
C 3.240 16.312 -8.150
C 3.648 17.584 -8.601
C 3.837 17.831 -9.939
C 3.651 16.772 -10.785
C 3.235 15.530 -10.345
C 3.050 15.303 -9.031
H 3.847 18.402 -7.925
H 4.081 18.783 -10.387
H 3.754 16.902 -11.852
H 3.141 14.750 -11.086
H 2.852 14.291 -8.711
*
```

6.
Molecular formula: C5H12NO2
Method: DFT, wB97M-V/def2-TZVPD

Values from the calculation:
E_tot: -402.68755 Ha
F_max: 2.6 eV/A
relative energy (zero: lowest compared OMol25 entry of this formula, charge and spin): 0.9330 eV
LUMO energy: -3.15 eV

```
! RIJCOSX wB97M-V def2-TZVPD def2/J DEFGRID3
* xyz 1 1
O 1.260 2.389 1.115
C 0.137 1.987 1.135
C -0.193 0.674 0.365
N 0.976 0.148 -0.367
C 0.807 -1.336 -0.398
C -0.008 -1.726 0.814
C -0.604 -0.401 1.353
H -0.742 2.329 1.687
H -1.043 0.800 -0.320
H 0.866 0.535 -1.310
H 1.873 0.459 0.021
H 0.337 -1.670 -1.343
H 1.727 -1.919 -0.566
H 0.517 -2.340 1.550
H -0.786 -2.484 0.581
H -0.208 -0.196 2.365
H -1.675 -0.481 1.503
H -0.770 1.756 -2.448
H -1.498 0.669 -3.271
O -0.972 0.805 -2.467
*
```

Calculated highest occupied orbital energy in order - -10.827; -15.420; -8.786; -15.025; -5.617; -14.481 eV